Computed, not measured: a structure of composition C4H5NO2, with ωB97M-V/def2-TZVPD.

Geometry as XYZ:
```
12
Properties=species:S:1:pos:R:3:forces:R:3
O -1.0034 2.4434 -0.2834 0.2 -0.7 0.0
C -0.6853 1.3156 -0.1773 -0.3 0.5 0.1
C -1.1064 0.0401 0.2179 -0.2 0.1 -0.2
C -0.3015 -1.0937 -0.3702 -0.1 -0.1 0.0
N 0.9323 -0.9450 0.4431 0.2 0.1 -0.1
C 1.5493 0.1953 0.1206 -0.1 0.0 0.1
O 0.9876 1.1499 -0.5060 0.1 -0.2 0.1
H 0.0638 -0.3787 1.1872 0.1 0.1 0.0
H -2.1618 -0.0496 0.4538 0.1 0.0 0.0
H -0.0858 -1.0342 -1.4431 0.0 0.0 0.1
H -0.7430 -2.0637 -0.1414 0.0 0.2 0.0
H 2.5562 0.3780 0.5074 -0.1 0.0 0.0
```
Forces are in eV/Å.

Calculated values
HOMO-LUMO gap = 9.31 eV
largest force on an atom = 0.015 hartree/bohr
LUMO level = 0.299 eV
relative energy (zero: lowest compared OMol25 entry of this formula, charge and spin) = 3.531 eV


Computed, not measured: the molecule C4H5NO2, with ωB97M-V/def2-TZVPD.

Geometry as XYZ:
```
12
Properties=species:S:1:pos:R:3:forces:R:3
O -1.7304 0.4004 -1.8666 0.5 -0.1 0.1
C -0.8639 0.2094 -1.0407 -0.1 0.1 -0.1
N -0.1097 1.1631 -0.4091 0.0 0.0 -0.2
C 0.7760 0.6775 0.6321 0.1 -0.1 0.1
C 0.4080 -0.7941 0.7177 0.3 0.1 0.0
O -0.9661 -1.0775 0.9337 -0.1 0.0 0.3
C -0.4659 -1.1116 -0.4054 -0.1 -0.1 -0.1
H -0.1258 2.1175 -0.7299 -0.2 0.0 0.2
H 0.6290 1.1939 1.5877 -0.1 0.0 -0.2
H 1.8293 0.7757 0.3360 -0.1 -0.1 0.1
H 1.0783 -1.5016 1.1946 0.1 0.1 -0.2
H -0.4588 -2.0527 -0.9500 -0.3 0.2 0.1
```
Forces are in eV/Å.

Calculated values
HOMO-LUMO gap = 10.56 eV
largest force on an atom = 0.011 hartree/bohr
structure (SMILES) = O=C1NC[C@H]2O[C@@H]12
LUMO level = 0.841 eV
relative energy (zero: lowest compared OMol25 entry of this formula, charge and spin) = 1.199 eV


Computed, not measured: a cluster of 2 separate species, C4H5NO2 in total at a distorted geometry, with ωB97M-V/def2-TZVPD.

Geometry as XYZ:
```
12
Properties=species:S:1:pos:R:3:forces:R:3
O 1.2002 -0.4037 2.1770 -0.4 0.3 -0.2
C 0.2781 0.2094 1.7000 0.4 -0.1 0.2
C 0.1950 0.5914 0.2225 0.1 -0.3 -0.2
C 0.8998 -0.2792 -0.6906 -0.1 0.0 -0.1
N -0.7807 -1.3265 -1.3029 -0.6 0.9 0.3
C -1.6391 -0.5432 -1.1017 0.7 -0.6 -0.1
O -0.8881 1.1572 -0.1932 0.2 0.0 0.0
H -0.5933 0.5580 2.2928 0.1 -0.1 -0.1
H 1.3085 1.0764 -0.0186 -0.3 0.2 0.1
H 1.0137 0.0663 -1.7107 -0.1 -0.1 0.1
H 1.6399 -0.9658 -0.2902 -0.1 0.0 0.0
H -2.6341 -0.1404 -1.0843 0.2 -0.1 0.0
```
Forces are in eV/Å.

Calculated values
HOMO-LUMO gap = 9.73 eV
largest force on an atom = 0.021 hartree/bohr
LUMO level = 0.024 eV
relative energy (zero: lowest compared OMol25 entry of this formula, charge and spin) = 4.779 eV


Computed, not measured: the molecule C4H5NO2, with ωB97M-V/def2-TZVPD.

Geometry as XYZ:
```
12
Properties=species:S:1:pos:R:3:forces:R:3
N -1.9884 -0.5140 -0.1565 0.1 0.0 0.1
C -0.7386 -0.0641 -0.0375 0.0 0.0 0.0
C 0.5449 -0.8000 -0.1512 0.0 0.0 0.1
C 1.6001 0.3300 0.0870 -0.2 0.2 0.0
O 2.7953 0.0509 0.2070 0.0 0.2 -0.1
C 0.8628 1.5016 0.1608 0.3 -0.1 0.1
O -0.5575 1.1863 0.1225 -0.2 -0.3 0.0
H -2.7568 0.1380 -0.0747 0.1 -0.1 0.0
H -2.1908 -1.4998 -0.1677 0.1 0.1 -0.1
H 0.6309 -1.2781 -1.1328 0.0 0.1 0.1
H 0.7484 -1.5464 0.6178 -0.4 -0.1 0.0
H 1.0496 2.4956 0.5253 0.0 -0.1 -0.1
```
Forces are in eV/Å.

Calculated values
HOMO-LUMO gap = 7.21 eV
largest force on an atom = 0.008 hartree/bohr
LUMO level = 0.173 eV
relative energy (zero: lowest compared OMol25 entry of this formula, charge and spin) = 2.287 eV


Computed, not measured: the molecule C4H5NO2, with ωB97M-V/def2-TZVPD.

Geometry as XYZ:
```
12
Properties=species:S:1:pos:R:3:forces:R:3
O 2.9614 -0.4549 -0.5330 -0.6 -0.1 -0.1
C 1.7797 -0.6775 -0.5177 0.5 0.0 0.0
C 0.9013 -0.0609 0.5741 -0.2 0.3 0.3
O 1.3253 0.3016 1.6328 -0.2 -0.2 -0.4
N -0.4989 0.0955 0.2275 0.8 -0.2 -0.1
C -0.8042 0.0934 -1.1132 -0.3 -0.1 -0.4
C -1.3421 0.5582 1.1295 -0.5 0.3 0.5
H 1.2964 -1.3837 -1.2130 0.1 0.1 0.0
H -0.6663 -0.8077 -1.6956 0.2 0.1 0.0
H -1.5883 0.7848 -1.3917 0.0 -0.1 0.0
H -0.9705 1.0719 2.0038 0.0 -0.2 0.0
H -2.3937 0.4793 0.8966 0.1 0.2 0.0
```
Forces are in eV/Å.

Calculated values
HOMO-LUMO gap (alpha / beta) = 7.70 / 7.39 eV
largest force on an atom = 0.017 hartree/bohr
LUMO level (alpha / beta) = -0.744 / -0.586 eV
relative energy (zero: lowest compared OMol25 entry of this formula, charge and spin) = 3.934 eV


Computed, not measured: the molecule C4H5NO2, with ωB97M-V/def2-TZVPD.

Geometry as XYZ:
```
12
Properties=species:S:1:pos:R:3:forces:R:3
O 1.7982 0.7795 1.6510 0.1 -0.1 -0.6
C 1.9778 0.4129 0.5167 0.1 0.2 0.4
C 1.0452 -0.6181 -0.1425 -0.2 -0.3 0.0
O 1.4861 -1.5875 -0.7214 -0.2 0.4 0.2
N -0.2487 -0.3573 0.2025 0.2 -0.1 0.1
C -1.5696 -0.6642 -0.2332 -0.2 -0.2 -0.1
C -1.0855 0.7528 -0.1391 -0.1 0.3 0.1
H 2.8497 0.7535 -0.0672 0.0 -0.2 -0.1
H -2.2192 -1.0293 0.5587 0.1 0.0 -0.1
H -1.7575 -1.0891 -1.2145 0.2 0.0 0.0
H -0.8880 1.2495 -1.0888 0.0 0.0 0.2
H -1.3885 1.3973 0.6778 -0.1 0.0 -0.1
```
Forces are in eV/Å.

Calculated values
HOMO-LUMO gap = 9.86 eV
largest force on an atom = 0.012 hartree/bohr
structure (SMILES) = O=CC(=O)N1CC1
LUMO level = 0.146 eV
relative energy (zero: lowest compared OMol25 entry of this formula, charge and spin) = 2.238 eV


Computed, not measured: a cluster of 3 separate species, C4H5NO2S in total at a distorted geometry, with ωB97M-V/def2-TZVPD.

Geometry as XYZ:
```
13
Properties=species:S:1:pos:R:3:forces:R:3
C 2.1654 0.4341 1.4288 -0.2 0.4 0.4
C 1.8483 -1.3109 -2.0933 0.5 0.4 0.7
C 0.0516 0.9154 0.3374 1.4 -0.7 -0.8
C 0.7705 0.6908 1.4433 -2.9 0.8 0.3
N 3.3115 0.4105 1.4438 0.4 -0.4 -0.1
O -3.2360 -0.6950 0.3752 -0.8 0.0 -0.5
O -4.5276 -0.2027 -1.6729 0.0 0.2 -0.4
S -4.4738 -0.7623 -0.3679 0.8 -0.2 0.9
H 1.7202 -1.7793 -1.0858 0.0 0.0 -0.4
H 2.5599 -0.4618 -1.8766 -0.4 -0.5 -0.3
H 0.6855 0.7228 -0.5439 -1.1 0.5 -0.3
H -1.0240 1.1865 0.2756 1.1 -0.3 0.2
H 0.1483 0.8519 2.3361 1.2 -0.4 0.3
```
Forces are in eV/Å.

Calculated values
HOMO-LUMO gap (alpha / beta) = 8.42 / 8.41 eV
largest force on an atom = 0.058 hartree/bohr
LUMO level (alpha / beta) = -1.463 / -1.463 eV
relative energy (zero: lowest compared OMol25 entry of this formula, charge and spin) = 7.527 eV


Computed, not measured: the molecule C4H5NO2S at a distorted geometry, with ωB97M-V/def2-TZVPD.

Geometry as XYZ:
```
13
Properties=species:S:1:pos:R:3:forces:R:3
C -0.5086 0.0901 -0.7397 -0.7 0.5 0.0
C -1.1422 0.0395 0.6403 0.5 0.2 -0.4
C 1.0123 -0.2012 1.6230 -1.2 0.8 0.8
C 1.5281 -0.8746 0.6044 0.0 -0.4 0.1
H -0.7689 1.5700 -3.3160 0.9 -1.5 0.8
H -1.3889 -0.9945 0.8838 -0.2 -0.1 -0.1
H -2.0194 0.6964 0.7096 0.3 -0.3 -0.2
H 1.5252 -0.1557 2.6126 -0.6 0.1 -1.0
H 2.4517 -1.4184 0.8219 -0.3 0.2 -0.5
N -0.9816 0.8989 -1.6074 -0.5 -0.6 1.4
O -0.3429 0.8178 -2.7984 -0.4 1.7 -2.0
O -0.2157 0.5040 1.6074 1.7 -0.6 0.5
S 0.8507 -0.9725 -1.0414 0.5 0.0 0.5
```
Forces are in eV/Å.

Calculated values
HOMO-LUMO gap = 9.16 eV
largest force on an atom = 0.051 hartree/bohr
structure (SMILES) = O/N=C1/COC=CS1
LUMO level = 0.790 eV
relative energy (zero: lowest compared OMol25 entry of this formula, charge and spin) = 3.567 eV